No. 1
44
Properties=species:S:1:pos:R:3:lowdin_charge:R:1 method="wB97M-V/def2-TZVPD" orbital_gap_ev=8.4 total_charge=-1 relative_energy_ev=4.689 homo_energy_ev=-6.1
O -0.46 -3.07 -1.98 0.003
H -0.80 0.24 0.48 0.041
O 1.23 -0.01 3.85 0.050
O 1.22 -0.45 1.02 -0.471
O -0.68 4.63 -0.68 -0.216
H -0.15 0.19 -4.14 0.094
O 0.25 0.99 -3.68 -0.052
H -3.74 -0.64 0.84 0.025
H -1.48 -1.93 -2.25 -0.172
H -1.04 3.75 -3.37 0.054
O 1.88 -2.09 -1.06 -0.094
H 1.33 0.05 3.00 -0.097
H 2.18 -1.44 -1.68 0.032
O -3.46 2.18 2.06 -0.160
H 0.98 0.72 -3.20 -0.013
H -0.50 -0.99 3.67 -0.011
H 2.69 -1.11 1.68 -0.105
H 1.68 -0.78 4.08 0.021
H 3.32 -1.84 2.72 -0.034
H 0.59 1.54 0.50 0.118
H -3.60 0.42 -0.36 0.108
O -3.19 -0.04 0.43 -0.031
H 0.33 0.06 -0.92 0.077
H -1.32 4.26 -1.44 0.035
H 2.59 0.60 0.32 -0.053
H 1.32 -3.38 0.52 -0.005
H -0.57 -0.89 2.17 0.003
H 2.97 1.86 -0.28 -0.017
H -2.32 -1.45 -1.48 -0.037
C 0.30 0.36 0.23 -0.210
H -3.03 1.45 1.34 0.079
O -1.09 3.22 -2.58 -0.079
H 0.90 -2.43 1.68 -0.041
O -1.09 -1.20 2.95 -0.076
H 0.29 -2.52 -1.70 0.023
H -0.44 2.49 -2.33 0.091
H 1.66 -1.57 -0.20 0.032
O 3.48 -1.40 1.97 0.041
O 3.30 1.02 -0.12 -0.024
O -2.15 -1.43 -2.35 0.040
O 1.18 -3.27 1.44 -0.019
H -0.52 4.14 0.20 0.049
H -3.68 2.94 1.51 -0.003
H -0.34 -3.17 -2.86 0.003

No. 2
6
Properties=species:S:1:pos:R:3:lowdin_charge:R:1 method="wB97M-V/def2-TZVPD" orbital_gap_ev="8.9 / 8.9" relative_energy_ev=5.877 homo_energy_ev="-10.3 / -10.3" smiles=N#CBO
C 0.38 -2.11 -0.86 0.095
O 0.72 -0.39 0.72 0.111
B 0.08 -0.75 -0.38 -0.506
H 0.36 0.55 0.98 0.170
H -0.71 -0.24 -0.99 0.062
N 0.26 -3.42 -1.77 0.067

No. 3
7
Properties=species:S:1:pos:R:3:lowdin_charge:R:1 method="wB97M-V/def2-TZVPD" orbital_gap_ev=10.9 relative_energy_ev=0.035 homo_energy_ev=-10.6 smiles="O=C(O)Br.Br"
Br -2.38 0.00 0.04 0.533
H -2.06 -1.38 -0.12 -0.197
O 0.60 1.18 0.29 -0.014
Br 2.93 0.12 -0.29 0.713
H -0.42 1.01 0.43 0.032
O 0.35 -0.94 -0.28 -0.026
C 0.99 0.02 -0.07 -1.042

No. 4
8
Properties=species:S:1:pos:R:3:lowdin_charge:R:1 method="wB97M-V/def2-TZVPD" orbital_gap_ev=8.9 relative_energy_ev=1.362 homo_energy_ev=-9.2
S -2.55 1.40 -0.20 0.559
H 0.36 -0.11 1.23 0.066
Br -1.43 -1.58 0.17 0.537
C -0.71 -0.24 1.45 -0.365
O -1.68 1.09 1.13 -0.547
Br -4.05 -0.43 -0.26 0.130
H -0.95 -0.54 2.46 0.057
O -3.25 2.62 -0.04 -0.437

No. 5
10
Properties=species:S:1:pos:R:3:lowdin_charge:R:1 method="wB97M-V/def2-TZVPD" orbital_gap_ev=10.4 relative_energy_ev=0.051 homo_energy_ev=-10.4
C 1.30 -0.03 -0.40 -1.828
O -0.18 1.45 1.25 -0.309
O -0.29 -0.99 1.61 -0.313
Br 1.32 -1.77 -1.20 0.635
S -0.25 0.14 0.74 0.383
Br 1.19 1.25 -1.83 0.654
H -2.11 -0.82 -0.24 0.083
H -2.26 0.63 -0.34 0.072
N -1.50 -0.02 -0.34 -0.085
Br 2.78 0.16 0.74 0.709

No. 6
9
Properties=species:S:1:pos:R:3:lowdin_charge:R:1 method="wB97M-V/def2-TZVPD" orbital_gap_ev=9.9 total_charge=+1 relative_energy_ev=0.376 homo_energy_ev=-15.4
O 1.72 0.62 0.44 0.048
Br -2.98 -0.37 0.12 1.175
C -1.69 0.79 -0.10 -0.656
N 1.10 -0.50 0.14 -0.023
O -1.54 1.94 -0.23 0.189
H 1.89 -1.18 0.07 0.234
H 2.37 0.93 -0.30 0.208
O -0.71 -1.65 -0.11 -0.046
N -0.16 -0.58 -0.03 -0.128